Below is one molecule with the formula C2HNO3S in a non-equilibrium geometry, with properties calculated with ωB97M-V/def2-TZVPD.

Summary:
**HOMO**: -10.5 eV
**E_tot**: -755.3922 a.u.
**Molecular weight**: 119.10 g mol⁻¹
**LUMO level**: -1.63 eV
**Energy relative to the best compared isomer or geometry (same formula, charge and spin)**: 2.612 eV

Cartesian coordinates (Å):
C -1.035 -0.472 -0.068
C -0.559 0.964 0.013
N 0.969 0.824 -0.341
O -0.315 -1.419 -0.270
O -1.168 1.956 0.217
O 2.411 -0.813 0.828
S 1.817 -0.442 -0.432
H -2.120 -0.599 0.054


Below is a 6-piece molecular cluster, C10H17Cl8FO6 overall in a non-equilibrium geometry, with properties calculated with ωB97M-V/def2-TZVPD.

Summary:
**HOMO (spin up / spin down)**: -12.7 / -12.7 eV
**E_tot**: -4623.6405 a.u.
**Molecular weight**: 535.86 g mol⁻¹
**LUMO level (spin up / spin down)**: -3.04 / -10.66 eV
**Spin multiplicity**: 2
**Net charge**: +1

Cartesian coordinates (Å):
C 12.157 4.166 11.135
O 13.252 3.434 11.698
C 13.019 2.479 12.466
O 11.893 2.034 12.810
O 14.208 2.014 12.896
C 14.255 0.819 13.641
H 11.182 4.096 11.617
H 11.982 3.833 10.112
H 12.456 5.186 10.893
H 15.278 0.469 13.781
H 13.623 0.047 13.200
H 14.060 1.075 14.682
C 13.759 3.364 5.609
C 12.443 3.399 6.340
O 11.543 3.690 5.285
C 12.043 3.227 4.140
O 11.304 3.021 3.182
O 13.279 2.793 4.357
F 12.239 4.293 7.307
H 14.511 2.707 6.048
H 14.161 4.376 5.557
H 12.202 2.408 6.726
C 9.539 1.525 15.146
Cl 8.320 0.250 15.419
Cl 10.509 1.794 16.636
H 10.216 1.388 14.303
H 9.067 2.484 14.931
C 9.038 1.971 11.003
Cl 8.824 3.642 10.446
Cl 8.009 1.643 12.439
H 8.781 1.234 10.242
H 10.057 1.647 11.213
C 17.795 2.295 13.189
Cl 18.406 3.442 12.051
Cl 18.332 0.566 13.007
H 18.192 2.527 14.177
H 16.706 2.339 13.161
C 15.470 7.718 13.198
Cl 14.237 6.835 12.334
Cl 16.470 6.655 14.201
H 16.010 8.223 12.397
H 15.011 8.489 13.816


Below is C21H52N2NaO7 as an isolated structure in a non-equilibrium geometry, with properties calculated with ωB97M-V/def2-TZVPD.

Summary:
**HOMO**: -4.7 eV
**E_tot**: -1629.7352 a.u.
**Molecular weight**: 467.64 g mol⁻¹
**LUMO level**: 2.25 eV
**Net charge**: -1

Cartesian coordinates (Å):
Na 1.396 -1.433 1.172
C 0.094 -3.991 3.161
C 0.002 -2.602 3.782
C 1.299 -2.451 4.603
O -0.213 -1.694 2.787
H -0.799 -4.126 2.484
H 0.044 -4.858 3.856
H 0.978 -4.179 2.565
H -0.811 -2.629 4.496
H 2.157 -2.594 3.937
H 1.371 -3.174 5.411
H 1.393 -1.483 5.110
C -0.741 -3.535 -1.412
C 0.776 -3.564 -1.622
C 1.085 -3.859 -3.066
O 1.273 -2.296 -1.206
H -1.154 -2.576 -1.659
H -0.907 -3.715 -0.385
H -1.251 -4.379 -1.928
H 1.299 -4.280 -0.969
H 0.374 -3.304 -3.710
H 0.938 -4.935 -3.320
H 2.102 -3.472 -3.312
C 5.518 -2.093 1.138
C 4.779 -1.776 -0.197
C 5.222 -2.667 -1.389
O 3.447 -1.772 0.045
H 6.636 -2.192 1.066
H 5.250 -3.072 1.640
H 5.208 -1.256 1.761
H 5.150 -0.743 -0.480
H 4.869 -3.682 -1.198
H 6.220 -2.607 -1.727
H 4.696 -2.374 -2.262
H 2.268 -2.246 -1.098
C 1.046 2.601 -2.900
O 0.003 2.899 -2.002
C -0.672 1.693 -1.660
C -1.900 2.044 -0.877
N -2.720 3.043 -1.542
C -3.492 2.533 -2.700
C -4.705 3.487 -3.018
O -4.586 4.451 -4.071
C -4.705 3.710 -5.299
H 0.715 2.346 -3.932
H 1.623 1.736 -2.562
H 1.699 3.488 -3.028
H -0.038 1.094 -1.021
H -0.954 1.149 -2.573
H -1.774 2.304 0.187
H -2.442 1.072 -0.736
H -2.208 3.833 -1.778
H -3.981 1.628 -2.453
H -2.817 2.317 -3.619
H -4.928 4.079 -2.192
H -5.546 2.805 -3.158
H -3.950 2.935 -5.542
H -4.581 4.526 -6.005
H -5.668 3.279 -5.293
C 3.242 1.434 0.219
O 2.159 1.085 1.127
C 1.646 2.313 1.708
C 0.622 1.996 2.819
N -0.598 1.208 2.462
C -1.550 1.250 3.539
C -2.858 0.766 2.987
O -3.423 1.867 2.326
C -4.555 1.670 1.500
H 3.468 0.642 -0.485
H 4.140 1.572 0.817
H 2.925 2.382 -0.221
H 1.254 2.926 0.840
H 2.545 2.819 2.342
H 0.415 2.920 3.335
H 1.167 1.419 3.587
H -0.317 0.194 2.410
H -1.675 2.286 3.862
H -1.207 0.576 4.380
H -3.609 0.571 3.848
H -2.656 -0.144 2.421
H -4.800 2.630 1.032
H -5.461 1.299 2.135
H -4.261 0.878 0.708


- Which of these has the highest molecular weight?
  C10H17Cl8FO6


- What is the E_tot in the third record?
  -1629.7352 a.u.


- What is the E_tot in the third record?
  -1629.7352 a.u.


- What is the molecular weight in the third record?
  467.64 g mol⁻¹